No. 1
A molecular structure, C14H15F12N5O12S4Zn3, computed with the ωB97M-V functional and the def2-TZVPD basis.

Last column: Mulliken spin population.
Cartesian coordinates (Å):
Zn 2.99 0.17 -1.63  0.00
Zn -1.66 -1.64 -2.11  0.00
Zn 0.78 -2.64 1.92  -0.01
C 2.18 -4.42 -1.85  0.00
F 2.18 -4.50 -3.21  0.00
F 1.27 -5.30 -1.26  0.00
F 3.39 -4.49 -1.23  0.00
S 1.56 -2.66 -1.25  0.00
O 1.66 -2.70 0.23  0.00
O 2.37 -1.67 -1.96  0.00
O 0.16 -2.50 -1.72  0.00
C -2.93 -5.08 0.58  0.00
F -2.16 -5.63 -0.30  0.00
F -4.21 -5.00 0.25  0.00
F -2.71 -5.64 1.78  0.00
S -2.24 -3.34 0.73  0.00
O -0.83 -3.47 1.21  0.00
O -2.35 -2.80 -0.66  0.00
O -3.03 -2.61 1.70  0.00
C 3.38 0.44 4.45  -0.01
F 3.83 0.27 5.70  0.00
F 2.17 0.90 4.45  0.00
F 4.16 1.24 3.83  0.00
S 3.49 -1.36 3.68  -0.07
O 4.81 -1.58 3.11  0.19
O 3.28 -2.28 4.85  0.76
O 2.37 -1.64 2.76  0.15
C -0.50 1.70 1.05  0.00
F -1.77 1.67 1.44  0.00
F -0.41 2.89 0.34  0.00
F 0.29 1.68 2.17  0.00
S 0.06 0.09 0.08  0.00
O 1.31 0.41 -0.54  0.00
O 0.20 -0.92 1.13  0.00
O -0.98 -0.26 -0.93  0.00
C -2.71 5.41 1.38  0.00
C -2.65 5.29 -0.06  0.00
N -2.54 5.13 -1.19  0.00
H -2.70 6.45 1.68  0.00
H -1.88 4.84 1.78  0.00
H -3.64 5.01 1.80  0.00
C -5.15 -0.11 2.14  0.00
C -4.32 -0.21 0.95  0.00
N -3.73 -0.36 0.01  0.00
H -4.42 -0.53 2.84  0.00
H -5.99 -0.81 2.16  0.00
H -5.37 0.90 2.49  0.00
C 5.95 0.89 1.46  0.00
C 4.75 0.27 0.85  0.00
N 3.81 -0.25 0.30  0.00
H 6.74 0.91 0.71  0.00
H 6.27 0.32 2.33  0.00
H 5.85 1.90 1.85  0.00
C -1.85 0.81 -5.78  0.00
C -1.27 0.03 -4.73  0.00
N -0.85 -0.68 -3.89  0.00
H -1.42 1.78 -6.03  0.00
H -2.84 0.97 -5.36  0.00
H -1.75 0.14 -6.64  0.00
C 0.01 4.57 -3.46  0.00
C -0.30 3.22 -2.92  0.00
N -0.42 2.13 -2.50  0.00
H 0.97 4.55 -3.99  0.00
H 0.12 5.42 -2.80  0.00
H -0.79 4.72 -4.19  0.00

For the molecular weight, the calculation gives 997.711 g mol⁻¹. The spin multiplicity is 2. Its charge is +3. The calculation puts the LUMO energy (alpha / beta) at -11.38 / -13.13 eV. The HOMO energy (alpha / beta) comes out at -17.24 / -17.24 eV.

=====

No. 2
2 unconnected molecules or ions with the total composition C10H16N3O, computed with the ωB97M-V functional and the def2-TZVPD basis.

Last column: Löwdin charge in e.
Cartesian coordinates (Å):
C 2.52 -1.43 -1.44  -0.12
C 2.25 -0.09 -1.44  -0.03
C 2.72 -0.75 0.61  -0.09
C -0.20 -0.77 1.33  -0.19
C -3.45 -0.73 -0.13  -0.14
C -2.47 -1.02 -1.33  -0.15
C -2.60 -0.95 1.11  -0.06
C -1.17 -0.46 -0.83  -0.13
C 2.71 2.02 1.60  -0.09
C 2.45 1.66 0.24  -0.13
N 2.71 -1.87 -0.20  0.08
N 2.44 0.37 -0.09  -0.06
N -1.20 -0.71 0.61  -0.05
O 0.92 -0.85 1.74  0.07
H 2.41 -2.04 -2.37  0.15
H 2.37 0.68 -2.23  0.15
H 2.93 -0.86 1.69  0.16
H -3.68 0.34 -0.41  0.13
H -4.43 -1.18 -0.21  0.12
H -2.45 -2.15 -1.38  0.14
H -2.69 -0.51 -2.16  0.07
H -2.90 -0.39 1.89  0.09
H -2.52 -2.05 1.31  0.15
H -0.32 -0.84 -1.33  0.09
H -1.15 0.71 -0.94  0.17
H 3.65 1.45 2.06  0.13
H 2.84 3.02 2.00  0.08
H 1.87 1.73 2.31  0.10
H 2.22 2.39 -0.53  0.13
H 2.90 -2.93 0.01  0.23

For the molecular weight, the calculation gives 194.258 g mol⁻¹. The spin multiplicity is 1. Its charge is +1. The calculation puts the LUMO energy (alpha / beta) at -3.90 / -2.41 eV. The calculation puts the energy above the lowest of the compared OMol25 structures with the same formula, charge and spin at 4.8329 eV. The HOMO energy (alpha / beta) comes out at -9.42 / -10.83 eV.

=====

No. 3
6 unconnected molecules or ions with the total composition C9H30O6, computed with the ωB97M-V functional and the def2-TZVPD basis.

Last column: Löwdin charge in e.
Cartesian coordinates (Å):
C -16.07 -21.36 8.57  -0.07
C -16.30 -22.63 7.80  -0.28
O -15.66 -23.76 8.41  -0.11
H -16.57 -20.50 8.12  0.08
H -15.00 -21.11 8.61  0.07
H -16.41 -21.47 9.60  0.08
H -15.89 -22.59 6.79  0.12
H -17.37 -22.84 7.68  0.12
H -16.05 -23.91 9.28  0.12
C -11.31 -26.77 12.53  -0.10
C -12.27 -25.81 11.86  -0.34
O -12.13 -25.97 10.45  -0.10
H -11.52 -26.87 13.59  0.07
H -10.29 -26.46 12.36  0.07
H -11.42 -27.76 12.07  0.08
H -12.01 -24.78 12.14  0.11
H -13.31 -25.97 12.16  0.10
H -12.42 -25.16 10.01  0.03
C -11.34 -17.19 9.87  -0.09
C -11.65 -18.45 10.64  -0.31
O -13.07 -18.69 10.55  -0.10
H -10.25 -17.22 9.71  0.07
H -11.48 -16.33 10.51  0.07
H -11.85 -17.17 8.91  0.08
H -11.35 -18.39 11.69  0.11
H -11.14 -19.33 10.22  0.09
H -13.36 -19.19 11.32  0.07
C -12.23 -22.47 8.65  -0.14
O -12.89 -23.69 9.01  -0.14
H -12.33 -21.71 9.43  0.07
H -11.17 -22.70 8.54  0.08
H -12.58 -22.09 7.70  0.09
H -13.81 -23.65 8.73  0.04
C -14.76 -26.67 6.85  -0.15
O -16.05 -26.42 7.39  -0.14
H -13.99 -26.60 7.63  0.07
H -14.78 -27.67 6.44  0.07
H -14.52 -25.96 6.05  0.08
H -16.10 -25.48 7.59  0.02
C -9.54 -19.80 7.53  -0.14
O -9.63 -19.91 6.11  -0.12
H -8.52 -20.07 7.83  0.08
H -9.78 -18.79 7.86  0.06
H -10.20 -20.55 7.95  0.05
H -9.07 -19.24 5.72  0.07

For the molecular weight, the calculation gives 234.333 g mol⁻¹. The spin multiplicity is 1. Its charge is 0. Its SMILES is CCO.CCO.CCO.CO.CO.CO. The calculation puts the LUMO energy at 0.43 eV. The calculation puts the energy above the lowest of the compared OMol25 structures with the same formula, charge and spin at 2.4700 eV. The HOMO energy comes out at -9.52 eV.

=====

What is the charge in the first record?
+3

=====

The highest molecular weight belongs to which entry?
C14H15F12N5O12S4Zn3